# C24H20AlClNP

A structure of composition C24H20AlClNP at a distorted geometry (ωB97M-V/def2-TZVPD, the OMol25 dataset).

As for the total charge: 0. For the gap between HOMO and LUMO, the calculation gives 6.876 eV. The total energy comes out at -2025.32132 Eh. The HOMO energy comes out at -7.4 eV.

```
48
C24H20AlClNP (ωB97M-V/def2-TZVPD)
C -1.20384 -1.49980 1.65719
C -1.08738 -2.23604 0.47753
C 0.25822 -2.23966 0.05864
H -1.89468 -2.78383 -0.02403
C 1.02461 -1.46300 0.96977
C 0.14384 -1.17806 2.13252
H 0.44142 -1.07576 3.18712
H -2.12265 -1.34341 2.23340
H 0.65897 -2.85028 -0.76517
H 2.11941 -1.51325 1.00490
Al 0.34463 0.65243 1.34432
Cl 2.28606 1.43193 1.14882
P 0.00710 0.42906 -2.66287
C 1.23917 -0.66880 -3.36471
C 0.96705 -1.46631 -4.48726
H -0.02809 -1.46999 -4.92585
C 1.97217 -2.27692 -5.01633
H 1.75793 -2.88758 -5.88766
C 3.24506 -2.32016 -4.43751
H 4.02874 -2.94838 -4.87584
C 3.49452 -1.54786 -3.29785
H 4.48007 -1.59701 -2.83878
C 2.50698 -0.73915 -2.74988
H 2.70673 -0.17198 -1.84258
C -1.61932 -0.07365 -3.20690
C -2.01248 -1.42054 -3.06938
H -1.33663 -2.14703 -2.62522
C -3.28698 -1.81500 -3.45607
H -3.58735 -2.85626 -3.35687
C -4.21354 -0.88680 -3.95318
H -5.20713 -1.20738 -4.28940
C -3.83956 0.46272 -4.01115
H -4.56947 1.19684 -4.34159
C -2.56735 0.87537 -3.62744
H -2.32247 1.93271 -3.60508
C 0.35216 2.09410 -3.26524
C 0.92392 2.29934 -4.53384
H 1.21345 1.43714 -5.13537
C 1.13603 3.59367 -4.98930
H 1.56051 3.74674 -5.97513
C 0.82783 4.70671 -4.19888
H 0.99125 5.71659 -4.57410
C 0.30173 4.49289 -2.92058
H 0.07734 5.35150 -2.29004
C 0.06880 3.20422 -2.44968
H -0.33642 3.04999 -1.44645
N -2.31731 1.96646 0.10176
C -1.31496 1.49649 0.52837
```

Mulliken atomic charge list, values in e, 4 entries:
1 C -0.889
2 C -0.279
3 C -0.458
4 H 0.481



# C15H29NO6

A structure of composition C15H29NO6 at a distorted geometry (ωB97M-V/def2-TZVPD, the OMol25 dataset).

As for the total charge: 0. For the gap between HOMO and LUMO, the calculation gives 9.551 eV. As for the relative energy (zero: lowest compared OMol25 entry of this formula, charge and spin): 368.5 kcal/mol. The total energy comes out at -1094.53373 Eh. The HOMO energy comes out at -8.8 eV.

```
51
C15H29NO6 (ωB97M-V/def2-TZVPD)
C -5.76453 -0.19977 1.21657
C -4.29500 -0.03755 1.78154
C -3.13394 0.01565 0.76022
C -3.02186 -1.49641 0.16288
H -3.94220 -1.99406 -0.48628
H -2.85439 -2.26157 1.02753
O -2.15167 -1.56582 -0.63985
C -0.81182 -1.40390 -0.47472
O -0.54407 -1.54384 0.71638
N 0.15634 -1.35899 -1.36642
C -0.31781 -0.54701 -2.61381
H -1.39878 -0.92126 -2.93577
H 0.40844 -1.34102 -3.52498
C -0.10951 0.87155 -2.57744
H 0.88517 1.05324 -2.49467
O -1.09693 1.27392 -1.52269
C -0.55357 2.30521 -0.94140
H -1.52055 2.82281 -0.43440
H -0.09472 3.30674 -1.77842
C 0.43996 2.27187 0.21094
H 0.42841 3.08646 0.67889
H 0.08397 1.42104 0.81882
O 1.74207 2.19082 -0.44470
C 2.77776 2.44348 0.49788
H 2.79240 3.62091 0.39042
C 3.05217 1.56883 1.59511
O 2.94472 -0.02600 1.40586
C 4.12213 -0.25227 0.79160
C 3.86655 -1.98236 0.97180
O 3.51600 -2.57020 -0.25983
C 2.09211 -2.45524 -0.56100
C 1.48316 -1.23996 -1.09464
H 2.11997 -0.83030 -1.80840
H 1.59979 -0.63132 -0.16932
H 1.87617 -3.38737 -1.27946
H 1.62088 -2.67105 0.45115
H 4.96137 -2.37954 0.84919
H 3.28927 -2.18479 1.96763
H 4.95439 -0.06383 1.41496
H 4.09790 0.03917 -0.12174
H 2.20626 1.67608 2.42999
H 3.76160 1.91703 2.35025
H 3.61956 2.20945 -0.28323
H -0.43273 1.04555 -3.58020
H -2.47421 0.27674 1.21889
H -3.31029 0.56526 -0.04099
H -4.33964 0.82835 2.33783
H -4.17179 -0.95088 2.57798
H -5.89509 -1.09890 0.59569
H -6.73499 -0.00035 1.91861
H -5.92843 0.58538 0.29575
```

Mulliken atomic charge list, values in e, 4 entries:
1 C -1.016
2 C -0.806
3 C -0.867
4 C -0.370



# C11H15N3

A cluster of 2 separate species, C11H15N3 in total at a distorted geometry (ωB97M-V/def2-TZVPD, the OMol25 dataset).

As for the total charge: 0. For the gap between HOMO and LUMO, the calculation gives 8.369 eV. As for the relative energy (zero: lowest compared OMol25 entry of this formula, charge and spin): 63.6 kcal/mol. The total energy comes out at -592.31968 Eh. The HOMO energy comes out at -7.5 eV.

```
29
C11H15N3 (ωB97M-V/def2-TZVPD)
C -1.93025 -1.49510 3.89243
C 0.07114 -0.01029 1.03903
C 0.82634 1.84179 -0.41512
C 1.92001 -0.40225 -0.52826
C -1.40742 0.78269 -0.76926
C -0.32218 -1.47349 -0.89012
C 0.44751 0.36145 -2.39159
C 1.27600 0.63094 0.40781
C -0.97141 -0.44183 0.03843
C -0.19169 1.39448 -1.46427
C 0.89749 -0.84882 -1.57170
N -2.25643 -1.27047 4.98720
N -0.11065 -0.76399 3.31106
N 0.04365 -0.40677 2.22894
H 0.38136 2.59456 0.23996
H 1.69534 2.28735 -0.90430
H 2.79013 0.04002 -1.02048
H 2.26500 -1.25889 0.05814
H -2.15349 0.48494 -1.50998
H -1.86707 1.52108 -0.10664
H -0.02380 -2.34957 -0.31108
H -1.04026 -1.79610 -1.64745
H -0.27252 0.04536 -3.14971
H 1.30412 0.80294 -2.90532
H 1.99604 0.93836 1.17454
H -1.82725 -0.88241 0.55711
H -0.50954 2.26393 -2.05221
H 1.35651 -1.59039 -2.23490
H -2.38668 -0.99954 5.93772
```

Mulliken atomic charge list, values in e, 4 entries:
1 C -0.115
2 C -0.587
3 C -1.379
4 C -1.371



# C2H3ClFNO

The molecule C2H3ClFNO at a distorted geometry (ωB97M-V/def2-TZVPD, the OMol25 dataset).

As for the total charge: 0. For the gap between HOMO and LUMO, the calculation gives 10.336 eV. As for the relative energy (zero: lowest compared OMol25 entry of this formula, charge and spin): 31.9 kcal/mol. The total energy comes out at -768.02172 Eh. The HOMO energy comes out at -9.9 eV.

```
9
C2H3ClFNO (ωB97M-V/def2-TZVPD)
C -0.11646 -0.67207 1.06222
C 0.49009 0.34125 -0.95031
N -0.42467 0.27285 0.12908
O 0.91024 -1.25671 1.15325
F -1.04183 -0.70103 2.02115
Cl -1.74808 1.32438 0.26326
H 0.12841 1.05928 -1.68708
H 1.47923 0.30092 -0.45481
H 0.32307 -0.66888 -1.53677
```

Mulliken atomic charge list, values in e, 4 entries:
1 C 0.630
2 C -0.700
3 N -0.011
4 O -0.486



# C19H20N2O4

The molecule C19H20N2O4 (ωB97M-V/def2-TZVPD, the OMol25 dataset).

As for the total charge: 0. For the gap between HOMO and LUMO, the calculation gives 9.095 eV. As for the relative energy (zero: lowest compared OMol25 entry of this formula, charge and spin): 3.7 kcal/mol. The total energy comes out at -1146.57952 Eh. The HOMO energy comes out at -8.5 eV.

```
45
C19H20N2O4 (ωB97M-V/def2-TZVPD)
O 2.02654 -1.90591 3.69749
C 1.42419 -1.55233 4.67408
O 1.50210 -2.19023 5.84542
H 2.05639 -2.98233 5.76735
C 0.47760 -0.37603 4.73906
H 0.68357 0.28600 3.89775
H 0.63213 0.15873 5.67622
C -0.96418 -0.90752 4.68312
C -1.13795 -1.87171 3.51245
O -1.40099 -3.04346 3.67284
N -0.96239 -1.25165 2.31810
C -0.87560 -1.79157 1.04673
C -0.99652 -3.16203 0.81564
C -0.85490 -3.67394 -0.45663
C -0.58299 -2.83036 -1.52304
C -0.48664 -1.46984 -1.31204
C -0.65248 -0.91823 -0.04091
C -0.57051 0.55064 0.17403
O -0.30717 1.06190 1.26238
N -0.85978 1.31939 -0.89515
H -1.03855 0.88598 -1.78601
C -0.66910 2.74964 -0.90106
H -0.69950 3.08621 0.13728
H -1.49011 3.20781 -1.45902
C 0.68043 3.13264 -1.53507
C 0.78630 2.56007 -2.91963
C 0.19958 3.20628 -4.00076
C 0.24430 2.64649 -5.26519
C 0.87171 1.42803 -5.46416
C 1.45990 0.77614 -4.39381
C 1.41708 1.33952 -3.13018
H 1.88255 0.83004 -2.29765
H 1.95427 -0.17290 -4.54219
H 0.90548 0.99032 -6.45069
H -0.21145 3.16185 -6.09790
H -0.29066 4.15780 -3.84995
H 0.75393 4.22062 -1.56272
H 1.48286 2.74364 -0.90649
H -0.24185 -0.83817 -2.15474
H -0.44351 -3.23155 -2.51540
H -0.94044 -4.73812 -0.61674
H -1.18401 -3.81273 1.65312
H -0.72864 -0.25395 2.32356
H -1.19233 -1.45290 5.59963
H -1.65867 -0.07228 4.58089
```

Mulliken atomic charge list, values in e, 4 entries:
1 O -0.565
2 C 0.658
3 O -0.462
4 H 0.356



# C5H12NS2

A cluster of 2 separate species, C5H12NS2 in total at a distorted geometry (ωB97M-V/def2-TZVPD, the OMol25 dataset).

As for the total charge: +1. For the gap between HOMO and LUMO (spin up / spin down), the calculation gives 8.652 / 7.872 eV. Its multiplicity is 3. As for the relative energy (zero: lowest compared OMol25 entry of this formula, charge and spin): 42.6 kcal/mol. The total energy comes out at -1048.35365 Eh. The HOMO energy (spin up / spin down) comes out at -11.9 / -13.7 eV.

```
20
C5H12NS2 (ωB97M-V/def2-TZVPD)
C 0.10110 -0.00689 -0.17695
C 0.46065 1.20008 -0.88916
C -2.00639 -0.80462 1.76096
C -0.23841 2.49397 -0.63357
C 0.52363 -2.29467 0.28438
N 1.18937 -1.06396 0.08532
S -0.67862 -0.11391 -1.70933
S 2.06116 1.49389 -1.64440
H -1.75046 -1.92408 1.91568
H -2.84138 -0.50371 1.04449
H -1.66408 -0.12198 2.64771
H -0.70738 2.80501 -1.56683
H 0.50541 3.25815 -0.15072
H -1.22014 2.47590 -0.05201
H -0.36187 -2.10644 1.00471
H -0.04612 -2.69359 -0.67683
H 1.22525 -3.02363 0.62934
H 1.69324 -1.11353 -0.81935
H 1.79523 -0.69752 0.72957
H 1.95981 2.74153 -1.78301
```

Mulliken atomic charge list, values in e, 4 entries:
1 C 0.018
2 C 0.394
3 C -0.947
4 C -1.471